No. 1
Density functional theory data (the ωB97M-V functional and the def2-TZVPD basis) for a structure of composition C11H26ClI2N2P2Tc.

Output
Spin multiplicity: 4
Charge: +3
Orbital gap (alpha / beta) (eV): 4.134 / 6.926
E_HOMO (alpha / beta) (eV): -15.21 / -17.35
Electronic energy (hartree): -2362.18897
F_max (eV/A): 5.16

Each line ends with the Löwdin spin population.
Cartesian coordinates (Å):
I1 1.412 1.577 -2.229  0.2189
I2 1.538 -0.897 -2.634  0.3634
Tc1 -2.473 -0.030 0.479  1.9038
P1 -3.736 -0.039 -1.298  -0.0356
C1 -4.767 -0.373 0.422  0.0033
C2 -4.220 1.465 -2.129  -0.0039
H1 -5.310 1.458 -2.136  -0.0016
H2 -4.791 -1.738 -2.468  -0.0016
H3 -3.842 1.435 -3.153  0.0001
H4 -3.302 -1.244 -3.295  0.0006
H5 -5.446 0.471 0.642  0.0040
H6 -3.817 2.343 -1.619  0.0015
C3 -3.734 -1.503 -2.326  0.0011
H7 -5.372 -1.033 -0.213  -0.0008
H8 -3.151 -2.323 -1.883  0.0035
H9 -4.682 -1.001 1.340  0.0050
P2 3.849 -0.038 -1.925  0.2828
C4 3.796 0.253 -0.144  0.0312
C5 4.577 -1.610 -2.389  0.0271
H10 4.083 1.057 -4.045  0.0019
H11 5.583 1.166 -3.013  0.0098
H12 4.210 2.194 -2.667  0.0001
C6 4.487 1.212 -3.036  0.0314
H13 4.250 -1.868 -3.404  0.0057
H14 5.665 -1.590 -2.312  0.0038
H15 4.714 0.779 0.166  0.0091
H16 3.668 -0.692 0.398  0.0000
H17 4.235 -2.402 -1.712  0.0039
H18 2.965 0.906 0.112  0.0025
Cl1 -1.100 0.444 -1.190  0.1143
C7 1.145 -1.748 4.434  -0.0007
C8 0.434 -0.788 3.568  -0.0031
C9 0.287 0.596 3.674  -0.0024
C10 -0.538 1.015 2.627  0.0041
N1 -0.897 -0.064 1.890  -0.0112
N2 -0.263 -1.149 2.474  0.0020
C11 -0.905 2.385 2.203  0.0138
H19 1.963 -1.259 4.977  -0.0002
H20 0.479 -2.183 5.200  -0.0002
H21 1.568 -2.557 3.825  0.0000
H22 0.657 1.231 4.446  -0.0001
H23 -0.234 -2.067 2.039  0.0021
H24 -1.977 2.456 1.954  0.0086
H25 -0.693 3.080 3.034  0.0011
H26 -0.315 2.677 1.316  0.0009

***

No. 2
Density functional theory data (the ωB97M-V functional and the def2-TZVPD basis) for a structure of composition C13H26NY.

Output
Spin multiplicity: 1
Charge: +2
Orbital gap (alpha / beta) (eV): 5.877 / 5.791
E_HOMO (alpha / beta) (eV): -15.70 / -15.56
Electronic energy (hartree): -603.31985
F_max (eV/A): 3.98

Each line ends with the Löwdin charge.
Cartesian coordinates (Å):
C1 1.187 2.043 -1.012  -0.1730
H1 2.078 2.555 -0.586  0.0991
H2 1.524 1.617 -1.963  0.0612
H3 1.550 -1.035 1.795  -0.0236
C2 0.054 3.024 -1.266  -0.3045
H4 -0.782 2.463 -1.704  0.0929
H5 -0.296 3.423 -0.304  0.1122
C3 0.386 4.230 -2.170  -0.0638
H6 -0.479 4.914 -2.202  0.0990
H7 1.236 4.797 -1.757  0.0919
H8 0.605 3.952 -3.212  0.0888
C4 -0.819 -1.686 -0.112  -0.2432
C5 -1.463 -0.880 -1.093  -0.1884
C6 -0.510 -0.558 -2.086  -0.1693
C7 0.736 -1.164 -1.737  -0.3080
C8 0.536 -1.921 -0.543  -0.3478
C9 1.527 -2.866 0.018  -0.0529
C10 1.961 -1.155 -2.567  -0.0156
C11 -0.773 0.164 -3.349  0.0187
C12 -2.915 -0.592 -1.179  -0.0001
C13 -1.533 -2.407 0.973  -0.0107
Y1 1.104 0.251 0.446  1.5404
H9 2.862 -1.338 -1.973  0.0909
H10 1.906 -1.945 -3.329  0.1226
H11 2.097 -0.203 -3.094  0.0852
H12 2.551 -2.466 -0.059  0.0904
H13 1.341 -3.127 1.064  0.0782
H14 1.505 -3.807 -0.560  0.1323
H15 -2.377 -1.816 1.370  0.0919
H16 -1.964 -3.357 0.603  0.1278
H17 -0.870 -2.657 1.814  0.0902
H18 -3.095 0.302 -1.788  0.0854
H19 -3.487 -1.417 -1.643  0.1245
H20 -3.345 -0.415 -0.185  0.0919
H21 -0.016 0.937 -3.535  0.0933
H22 -0.758 -0.508 -4.224  0.1337
H23 -1.752 0.659 -3.339  0.0936
N1 -0.456 0.615 2.278  -0.0195
H24 -1.453 0.397 2.204  0.0696
H25 -0.397 1.405 2.935  0.0880
H26 -0.026 -0.207 2.753  0.0271

***

No. 3
Density functional theory data (the ωB97M-V functional and the def2-TZVPD basis) for a structure of composition C4H8O3.

Output
Spin multiplicity: 1
Orbital gap (eV): 9.741
E_HOMO (eV): -9.58
Electronic energy (hartree): -382.76561
F_max (eV/A): 3.44

Each line ends with the Löwdin charge.
Cartesian coordinates (Å):
C1 -1.077 -1.963 -1.382  -0.0308
O1 0.048 -1.159 -0.902  -0.0434
C2 -0.145 -0.547 0.298  -0.4917
O2 -1.035 -0.842 1.044  0.1045
C3 0.888 0.493 0.709  -0.1069
C4 1.171 1.761 0.011  -0.1084
O3 -0.075 1.511 1.873  -0.1750
H1 -1.228 -2.836 -0.741  0.0907
H2 -0.839 -2.297 -2.404  0.0940
H3 -2.014 -1.383 -1.412  0.0981
H4 1.828 -0.205 0.662  0.1816
H5 1.402 1.888 -1.064  0.0932
H6 1.961 2.167 0.701  0.0962
H7 0.204 2.114 0.576  0.0695
H8 -1.088 1.298 2.031  0.1284

***

No. 4
Density functional theory data (the ωB97M-V functional and the def2-TZVPD basis) for the molecule C8H12BrNO2.

Output
Spin multiplicity: 1
Orbital gap (alpha / beta) (eV): 8.454 / 8.455
E_HOMO (alpha / beta) (eV): -8.99 / -8.99
Electronic energy (hartree): -3091.04614
F_max (eV/A): 5.20

Each line ends with the Löwdin charge.
Cartesian coordinates (Å):
C1 -0.793 0.313 0.334  -0.0492
C2 1.369 0.625 1.082  -0.6027
C3 2.141 -0.413 0.433  -0.2216
C4 1.264 -1.575 -0.207  -0.1444
C5 0.355 -0.965 -1.375  -0.1133
C6 -0.881 -0.373 -0.769  -0.2943
C7 -1.685 1.051 1.162  -0.1071
C8 -2.212 -0.641 -1.434  -0.0323
N1 1.266 1.943 0.557  -0.4579
O1 0.636 2.790 1.174  -0.0245
O2 1.726 2.170 -0.564  0.0346
Br1 1.188 0.682 3.018  0.7982
H1 2.726 0.091 -0.493  0.1625
H2 2.870 -0.939 1.184  0.1333
H3 1.825 -2.357 -0.498  0.0531
H4 0.579 -2.007 0.581  0.1306
H5 0.963 -0.208 -1.806  0.0992
H6 0.159 -1.810 -1.968  0.0927
H7 -2.302 0.327 1.702  0.0932
H8 -2.329 1.737 0.622  0.0946
H9 -1.130 1.614 2.035  0.0778
H10 -2.219 -1.608 -1.985  0.0884
H11 -2.466 0.244 -2.080  0.1049
H12 -3.049 -0.689 -0.704  0.0843

***

No. 5
Density functional theory data (the ωB97M-V functional and the def2-TZVPD basis) for a cluster of 2 separate species, C4H9N in total.

Output
Spin multiplicity: 2
Charge: -1
Orbital gap (alpha / beta) (eV): 2.853 / 7.050
E_HOMO (alpha / beta) (eV): 1.06 / -3.24
Electronic energy (hartree): -212.43863
F_max (eV/A): 3.26

Each line ends with the Löwdin spin population.
Cartesian coordinates (Å):
C1 -2.084 0.922 -1.252  0.4104
N1 -2.717 0.910 -0.055  0.4039
H1 -2.403 1.642 -2.024  0.0546
H2 -1.355 0.229 -1.571  0.0710
H3 -2.305 0.218 0.554  0.0094
C2 1.255 0.347 1.273  0.0099
C3 1.697 -0.757 0.378  0.0157
C4 0.913 -1.221 -0.550  0.0055
H4 0.983 -0.062 2.238  0.0014
H5 0.355 0.788 0.884  0.0077
H6 2.042 1.087 1.491  0.0014
H7 2.735 -1.116 0.360  0.0014
H8 1.037 -2.051 -1.239  0.0022
H9 -0.152 -0.934 -0.486  0.0054

***

No. 6
Density functional theory data (the ωB97M-V functional and the def2-TZVPD basis) for a structure of composition CH10BrN2Tc.

Output
Spin multiplicity: 4
Charge: +1
Orbital gap (alpha / beta) (eV): 7.839 / 7.711
E_HOMO (alpha / beta) (eV): -12.60 / -12.39
Electronic energy (hartree): -2808.12619
F_max (eV/A): 3.00

Each line ends with the Löwdin spin population.
Cartesian coordinates (Å):
C1 2.758 1.945 0.221  0.0006
Tc1 -1.585 -0.329 -0.029  2.6574
N1 -2.361 -2.316 -0.194  0.0324
N2 -0.514 0.060 -1.974  0.0540
H1 -3.390 -2.486 -0.082  0.0049
H2 3.232 0.986 0.228  0.0000
H3 2.944 2.674 1.010  0.0000
H4 1.623 1.875 0.114  0.0009
H5 3.003 2.620 -0.571  0.0000
H6 -1.130 0.359 -2.754  0.0120
H7 0.020 -0.715 -2.410  0.0050
H8 0.221 0.792 -1.926  0.0029
H9 -2.180 -2.767 -1.109  0.0065
H10 -1.999 -3.014 0.461  0.0064
Br1 -0.766 0.059 2.106  0.2170

***

No. 7
Density functional theory data (the ωB97M-V functional and the def2-TZVPD basis) for a cluster of 2 separate species, C4H5NOS2 in total.

Output
Spin multiplicity: 1
Orbital gap (eV): 8.748
E_HOMO (eV): -9.44
Electronic energy (hartree): -1081.52157
F_max (eV/A): 14.76

Each line ends with the Löwdin charge.
Cartesian coordinates (Å):
C1 0.423 0.074 0.976  -0.5719
C2 0.755 0.973 -0.134  -0.6897
C3 -0.534 1.260 -0.535  -0.1285
C4 -1.810 1.823 -0.367  0.2030
H1 -1.637 -1.733 -0.809  -0.1748
H2 -0.082 -1.737 1.739  0.1703
H3 1.430 1.647 0.324  0.0898
H4 1.747 -1.574 -1.296  0.0438
H5 -2.761 2.148 -0.655  -0.0101
N1 0.066 -1.280 0.703  -0.3458
O1 0.888 0.388 2.107  0.0385
S1 -0.467 -2.272 -0.689  0.7416
S2 1.983 0.283 -1.364  0.6339

***

No. 8
Density functional theory data (the ωB97M-V functional and the def2-TZVPD basis) for the molecule C4H8O3.

Output
Spin multiplicity: 1
Orbital gap (eV): 9.383
E_HOMO (eV): -8.65
Electronic energy (hartree): -382.84772
F_max (eV/A): 0.41

Each line ends with the Löwdin charge.
Cartesian coordinates (Å):
C1 2.162 -0.747 -0.928  -0.0619
C2 0.990 0.204 -0.859  -0.1805
O1 0.316 -0.055 0.407  0.0651
C3 -0.857 0.455 0.595  -0.3586
O2 -1.263 1.398 -0.220  0.1188
C4 -1.818 -0.086 1.579  -0.2916
O3 -2.672 -0.387 0.543  -0.2059
H1 2.863 -0.562 -0.109  0.0831
H2 1.817 -1.782 -0.868  0.0862
H3 2.691 -0.609 -1.876  0.0846
H4 0.266 0.039 -1.661  0.1349
H5 1.299 1.253 -0.873  0.1310
H6 -1.381 -0.946 2.116  0.1227
H7 -2.164 0.656 2.327  0.1225
H8 -2.249 1.171 -0.172  0.1495

***

No. 9
Density functional theory data (the ωB97M-V functional and the def2-TZVPD basis) for a structure of composition C18H38FN4O5Pd.

Output
Spin multiplicity: 4
Orbital gap (alpha / beta) (eV): 5.264 / 7.030
E_HOMO (alpha / beta) (eV): -5.81 / -8.50
Electronic energy (hartree): -1531.28679
F_max (eV/A): 2.42

Each line ends with the Löwdin spin population.
Cartesian coordinates (Å):
Pd1 -8.159 -38.401 5.488  2.3176
F1 -7.340 -37.625 3.677  0.2112
C1 -8.891 -34.092 3.016  0.0004
C2 -9.391 -35.032 1.919  0.0006
C3 -8.506 -34.937 0.626  0.0004
O1 -8.808 -35.986 -0.260  0.0001
C4 -8.155 -35.893 -1.503  0.0000
N1 -9.520 -36.321 2.510  0.0044
H1 -9.029 -33.022 2.860  0.0000
H2 -7.864 -34.331 3.292  0.0003
H3 -9.474 -34.329 3.905  0.0003
H4 -10.339 -34.666 1.525  0.0000
H5 -7.496 -35.124 0.993  0.0002
H6 -8.484 -33.918 0.239  0.0000
H7 -8.460 -36.760 -2.090  0.0000
H8 -7.081 -36.066 -1.424  0.0000
H9 -8.351 -34.988 -2.077  0.0000
H10 -9.554 -36.927 1.703  0.0001
H11 -8.713 -36.569 3.064  0.0035
C5 -7.395 -34.477 7.286  0.0068
C6 -7.186 -35.813 6.578  0.0103
C7 -6.328 -36.831 7.353  0.0160
O2 -6.275 -38.079 6.570  0.1667
C8 -5.484 -39.135 7.156  0.0376
N2 -8.515 -36.319 6.334  0.1514
H12 -6.440 -34.179 7.718  0.0018
H13 -8.101 -34.471 8.116  0.0006
H14 -7.734 -33.748 6.550  0.0002
H15 -6.807 -35.469 5.616  0.0010
H16 -6.741 -36.990 8.349  0.0026
H17 -5.346 -36.401 7.546  0.0019
H18 -5.994 -39.501 8.047  0.0065
H19 -4.457 -38.927 7.455  0.0031
H20 -5.390 -39.894 6.379  0.0110
H21 -8.874 -36.419 7.272  0.0186
H22 -9.162 -35.624 5.990  0.0078
C9 -8.095 -39.965 -0.761  0.0001
C10 -7.748 -39.777 0.732  0.0011
C11 -6.215 -39.509 0.970  0.0009
O3 -5.440 -40.539 0.372  0.0003
C12 -4.065 -40.468 0.763  0.0000
N3 -8.497 -38.632 1.207  0.0028
H23 -7.528 -39.273 -1.383  0.0000
H24 -9.172 -39.844 -0.880  0.0000
H25 -7.706 -40.928 -1.093  0.0000
H26 -8.160 -40.699 1.142  0.0006
H27 -5.961 -39.472 2.030  0.0010
H28 -5.991 -38.541 0.522  0.0001
H29 -4.042 -40.630 1.841  0.0000
H30 -3.574 -39.524 0.524  0.0000
H31 -3.493 -41.366 0.528  0.0000
H32 -8.202 -37.822 0.681  0.0002
H33 -8.215 -38.284 2.112  0.0040
C13 -3.910 -35.395 1.305  0.0001
C14 -4.682 -35.966 2.356  0.0011
C15 -3.984 -36.586 3.399  0.0009
C16 -2.597 -36.589 3.465  0.0001
C17 -1.836 -35.871 2.477  0.0001
C18 -2.534 -35.361 1.363  0.0000
N4 -1.931 -37.398 4.506  0.0000
O4 -2.547 -38.159 5.215  0.0007
O5 -0.761 -37.200 4.702  0.0000
H34 -4.446 -34.959 0.475  0.0000
H35 -5.761 -35.945 2.314  0.0013
H36 -4.526 -37.079 4.193  0.0013
H37 -0.764 -35.938 2.365  0.0000
H38 -2.014 -34.898 0.538  0.0000

***

No. 10
Density functional theory data (the ωB97M-V functional and the def2-TZVPD basis) for a structure of composition C19H27ITa.

Output
Spin multiplicity: 1
Charge: -1
Orbital gap (eV): 7.119
E_HOMO (eV): -4.69
Electronic energy (hartree): -1094.75986
F_max (eV/A): 1.65

Each line ends with the Löwdin charge.
Cartesian coordinates (Å):
C1 3.439 -2.292 1.991  -0.0639
C2 2.346 -2.263 0.962  -0.3066
C3 2.492 -1.563 -0.232  -0.0619
C4 1.488 -1.511 -1.177  -0.0688
C5 0.271 -2.170 -0.985  -0.3637
C6 -0.829 -2.035 -1.968  -0.3618
Ta1 -1.802 0.028 -1.882  1.4026
C7 -3.532 -0.757 -0.599  -0.4062
C8 -4.145 0.322 0.323  -0.4399
C9 -5.673 0.315 0.286  -0.6510
I1 -6.603 0.420 2.227  0.6454
C10 -0.735 0.837 -0.025  -0.3144
C11 0.505 1.684 -0.105  -0.3199
C12 0.750 2.581 -1.144  -0.0843
C13 1.905 3.349 -1.171  -0.0947
C14 2.852 3.225 -0.168  -0.0825
C15 2.645 2.336 0.883  -0.2917
C16 3.672 2.166 1.969  -0.0672
C17 1.474 1.589 0.897  -0.0307
C18 0.139 -2.886 0.208  -0.0672
C19 1.146 -2.929 1.155  -0.0678
H1 3.914 -1.314 2.080  0.0628
H2 4.219 -3.008 1.724  0.0731
H3 3.052 -2.566 2.970  0.0684
H4 3.413 -1.015 -0.403  0.1103
H5 1.615 -0.923 -2.078  0.1044
H6 -0.451 -2.161 -2.984  0.0308
H7 -1.603 -2.791 -1.818  0.0369
H8 -0.521 0.514 -3.133  -0.1490
H9 -2.631 1.670 -2.163  -0.1519
H10 -2.828 -0.488 -3.346  -0.1630
H11 -4.304 -1.210 -1.222  0.0123
H12 -3.118 -1.567 0.012  0.0269
H13 -3.827 1.325 0.032  0.0517
H14 -3.786 0.173 1.340  0.0638
H15 -6.066 -0.589 -0.162  0.0232
H16 -6.079 1.180 -0.228  0.0290
H17 -0.507 -0.004 0.639  0.0424
H18 -1.488 1.431 0.512  0.0421
H19 0.029 2.678 -1.946  0.0654
H20 2.065 4.041 -1.988  0.0934
H21 3.760 3.816 -0.201  0.0985
H22 3.256 1.644 2.829  0.0683
H23 4.524 1.587 1.609  0.0718
H24 4.054 3.131 2.303  0.0695
H25 1.306 0.891 1.711  0.1123
H26 -0.793 -3.407 0.397  0.1020
H27 0.990 -3.485 2.073  0.1012

***

No. 11
Density functional theory data (the ωB97M-V functional and the def2-TZVPD basis) for a structure of composition H2LiO.

Output
Spin multiplicity: 1
Charge: +1
Orbital gap (eV): 9.577
E_HOMO (eV): -15.42
Electronic energy (hartree): -83.71887
F_max (eV/A): 1.22

Each line ends with the Löwdin charge.
Cartesian coordinates (Å):
O1 -0.552 -0.619 0.321  -0.0916
H1 0.040 -0.366 1.065  0.0476
H2 -0.222 -1.500 0.031  0.0607
Li1 0.734 2.485 -1.417  0.9833

***

No. 12
Density functional theory data (the ωB97M-V functional and the def2-TZVPD basis) for the ion C5H5BrNO2 with charge -1.

Output
Spin multiplicity: 1
Charge: -1
Orbital gap (eV): 7.494
E_HOMO (eV): -4.10
Electronic energy (hartree): -2972.78859
SMILES: O=C([O-])N1CCC=C1Br
F_max (eV/A): 4.54

Each line ends with the Löwdin charge.
Cartesian coordinates (Å):
C1 -0.646 1.478 -0.121  -0.1692
C2 -0.274 1.744 1.118  -0.6246
C3 1.651 0.797 2.548  -0.8016
C4 -0.240 0.039 -0.489  -0.1590
C5 0.267 -0.549 0.856  -0.2268
N1 0.379 0.473 1.848  -0.0222
O1 2.458 -0.077 2.583  0.0085
O2 1.557 1.914 3.135  -0.1803
Br1 -0.702 3.243 2.193  0.7175
H1 -0.768 2.292 -0.889  0.1033
H2 -1.075 -0.531 -0.813  0.0734
H3 0.642 0.006 -1.205  0.1144
H4 -0.383 -1.260 1.224  0.0779
H5 1.114 -1.124 0.639  0.0888